C44H122N10O14 | ωB97M-V with the def2-TZVPD basis set

Output
* gap between HOMO and LUMO: 9.34 eV
* maximum force: 0.0610 hartree/bohr
* energy relative to the best compared isomer or geometry (same formula, charge and spin): 172.45 kcal/mol
* SMILES: COC[C@H](C)N.COC[C@H](C)N.COC[C@H](C)N.COC[C@H](C)N.COC[C@H](C)N.COC[C@H](C)N.COC[C@H](C)N.COC[C@H](C)N.COC[C@H](C)N.COC[C@H](C)N.OCCO.OCCO
* charge: 0

The geometry in XYZ format:
```
190
Properties=species:S:1:pos:R:3:forces:R:3
C 8.818 14.100 12.983 -0.44 -1.77 0.55
O 9.511 15.252 13.360 -0.44 -0.18 -1.04
C 10.418 15.670 12.356 1.04 1.08 1.73
C 11.037 16.964 12.964 -1.36 0.72 -1.83
C 12.172 17.496 12.103 -1.58 0.08 -1.18
N 11.426 16.902 14.313 1.57 -0.29 0.60
H 7.859 14.091 13.506 0.26 -0.17 0.38
H 9.401 13.157 13.205 -0.48 0.83 0.07
H 8.511 13.981 11.943 0.41 0.70 -0.43
H 11.200 14.914 12.232 0.06 -0.05 -0.19
H 9.953 15.900 11.407 -0.41 -0.07 -0.30
H 10.275 17.753 12.999 -0.46 -0.27 -0.78
H 11.819 17.487 11.006 0.78 0.27 1.57
H 13.043 16.873 12.206 0.54 -0.19 -0.05
H 12.333 18.505 12.483 0.47 0.05 -0.42
H 10.730 16.432 14.863 -0.01 -0.41 0.27
H 12.303 16.395 14.267 -0.14 -0.41 0.99
C 17.875 13.980 12.030 -0.39 -1.39 -0.22
O 17.631 13.111 10.926 0.10 0.21 1.56
C 16.959 13.588 9.809 0.60 1.31 0.07
C 17.598 12.825 8.700 -0.96 -0.63 -1.09
C 17.428 11.289 8.933 0.31 1.06 0.78
N 19.003 13.209 8.412 -1.14 -0.07 1.07
H 16.982 14.368 12.478 -0.85 0.32 0.11
H 18.525 14.788 11.792 0.69 0.71 -0.37
H 18.330 13.327 12.761 0.43 0.08 0.28
H 15.907 13.325 9.762 -0.55 -0.07 0.56
H 17.016 14.723 9.744 0.23 -1.22 -0.24
H 16.920 13.014 7.842 0.88 0.31 -0.22
H 17.968 11.037 9.836 -0.02 -0.14 0.39
H 17.967 10.809 8.152 0.00 -0.68 -0.91
H 16.390 10.936 9.040 0.34 0.24 -0.27
H 19.645 12.644 8.980 -0.40 0.25 -0.30
H 19.089 12.940 7.465 0.87 -0.25 -1.13
C 10.906 24.349 10.788 0.74 -0.05 2.01
O 11.347 23.029 11.136 -0.30 0.61 -0.18
C 12.238 23.129 12.239 0.06 -0.54 -1.60
C 12.822 21.804 12.559 1.93 -2.25 -1.01
C 14.008 21.892 13.492 -0.66 2.16 0.81
N 13.385 21.108 11.299 -1.60 0.85 0.19
H 10.476 24.763 11.731 -0.02 0.17 -0.72
H 10.145 24.293 10.047 -0.41 -0.12 -0.70
H 11.745 25.028 10.503 -0.43 -0.60 -0.10
H 13.061 23.718 11.896 0.83 0.85 -0.07
H 11.770 23.621 13.065 -0.41 0.20 0.85
H 12.159 21.086 12.977 -1.28 -0.20 0.61
H 14.719 22.636 13.108 0.20 -0.53 0.01
H 14.428 20.959 13.738 0.80 -1.29 -0.37
H 13.724 22.246 14.490 -0.28 0.30 -0.10
H 12.565 20.946 10.696 0.41 0.55 -0.05
H 13.577 20.149 11.554 0.47 -0.15 0.44
C 21.742 9.042 16.804 -1.43 0.71 0.56
O 22.333 10.043 15.991 -0.63 -0.92 -0.45
C 22.243 9.792 14.606 0.40 0.52 -1.11
C 21.052 10.473 13.872 0.79 0.68 1.04
C 21.159 10.184 12.393 -0.04 -0.59 0.27
N 21.054 11.959 14.077 -0.39 -1.34 -0.93
H 21.933 8.019 16.490 0.21 -0.05 -0.35
H 20.617 9.155 16.979 1.27 0.05 -0.60
H 22.200 9.210 17.757 0.20 -0.20 0.76
H 23.205 10.153 14.204 -0.32 0.26 -0.15
H 22.234 8.739 14.296 -0.12 -0.25 0.73
H 20.152 10.016 14.320 0.04 0.51 -0.31
H 21.355 9.127 12.236 -0.27 -0.29 -0.12
H 22.012 10.675 11.968 0.56 0.57 -0.18
H 20.289 10.490 11.835 -0.36 0.08 -0.08
H 21.032 12.145 15.047 -0.44 0.13 1.43
H 21.974 12.282 13.829 0.38 0.22 -0.53
C 12.679 13.860 24.085 0.81 0.50 -0.22
O 13.008 14.214 22.778 0.77 0.65 -0.69
C 14.190 15.031 22.745 -1.47 -1.30 -0.37
C 14.620 15.158 21.314 -0.73 -0.38 -0.57
C 13.460 15.728 20.482 0.65 0.15 -0.09
N 15.131 13.950 20.664 -0.61 -1.15 -0.10
H 13.605 13.473 24.519 -0.33 -0.72 0.52
H 11.868 13.152 23.969 -0.12 -0.12 0.70
H 12.455 14.763 24.666 -0.57 -0.18 0.14
H 13.971 15.974 23.222 -0.08 0.70 0.03
H 14.979 14.570 23.305 0.59 -0.54 0.57
H 15.405 15.871 21.396 0.96 0.80 -0.52
H 13.053 16.563 21.064 0.02 0.21 -0.62
H 12.659 15.012 20.380 -0.15 -0.39 0.18
H 13.781 15.968 19.446 -0.10 0.32 0.72
H 14.392 13.213 20.587 0.46 1.02 0.00
H 15.875 13.465 21.163 0.05 0.53 0.19
C 11.296 9.392 14.597 -1.66 0.40 -0.78
O 11.394 10.834 14.293 1.64 -2.00 -0.23
C 12.631 10.963 13.541 0.15 0.67 -0.42
C 12.809 12.336 12.913 0.19 0.76 0.09
C 14.049 12.417 11.939 -2.15 -1.41 0.67
N 12.727 13.468 13.864 -0.35 0.02 -0.33
H 12.170 8.876 15.038 -0.32 0.95 0.47
H 11.173 8.867 13.646 0.00 0.05 -0.26
H 10.306 9.211 15.103 1.33 0.34 0.06
H 13.488 10.845 14.175 0.37 -0.52 0.83
H 12.739 10.231 12.715 -0.52 -0.02 0.46
H 11.957 12.446 12.280 -0.80 0.27 -0.72
H 13.960 11.557 11.253 0.39 0.20 0.26
H 14.981 12.425 12.442 0.98 -0.11 0.51
H 13.952 13.285 11.338 -0.04 1.01 -0.41
H 13.179 13.282 14.766 -0.38 -0.13 -0.33
H 11.730 13.699 14.035 1.02 -0.32 0.13
C 16.004 19.039 18.497 0.09 1.00 1.70
O 14.761 18.786 17.921 -0.66 -0.48 -0.31
C 13.625 19.334 18.566 0.48 1.26 -0.45
C 12.384 19.070 17.708 1.31 0.45 -0.36
C 12.473 19.689 16.350 1.41 0.75 -0.76
N 11.303 19.658 18.402 -1.77 -0.13 2.35
H 16.763 18.472 17.945 -0.21 0.19 0.15
H 16.050 18.756 19.625 -0.11 0.29 -1.70
H 16.189 20.150 18.430 0.26 -0.93 0.14
H 13.471 18.854 19.517 0.04 -0.37 0.74
H 13.729 20.446 18.783 0.04 -1.04 -0.47
H 12.367 17.998 17.611 -0.37 -0.87 -0.19
H 13.366 19.325 15.823 -0.38 -0.16 0.01
H 12.661 20.779 16.410 -0.48 -0.34 0.21
H 11.602 19.477 15.746 -0.22 -0.04 -0.17
H 10.367 19.601 17.973 0.95 -0.23 0.16
H 11.264 19.237 19.360 -0.40 0.63 -1.12
C 12.186 11.108 20.996 -0.52 0.23 0.05
O 12.802 11.997 20.090 -0.15 0.61 -0.28
C 11.877 12.611 19.198 0.59 -0.53 -0.62
C 12.578 13.266 17.977 0.51 0.96 0.65
C 11.686 14.398 17.536 0.00 1.16 -0.76
N 12.834 12.461 16.791 0.76 -1.85 0.76
H 11.809 10.275 20.370 0.42 -0.28 0.86
H 11.287 11.526 21.514 0.56 0.14 -0.40
H 12.934 10.908 21.789 -0.47 -0.49 -0.70
H 11.186 11.855 18.787 0.03 0.01 0.17
H 11.276 13.353 19.728 0.03 0.05 0.18
H 13.565 13.729 18.265 -0.88 -0.64 0.14
H 11.456 15.120 18.306 0.05 0.06 0.62
H 10.709 14.051 17.182 0.20 -0.08 -0.29
H 12.206 15.010 16.770 -0.51 -0.58 0.04
H 11.946 12.061 16.446 0.70 0.03 0.09
H 13.499 11.669 17.037 -1.19 1.08 -0.52
C 14.486 16.573 15.091 1.03 -0.79 0.35
O 15.817 16.183 15.444 0.00 0.56 0.75
C 15.952 14.996 16.216 0.14 0.55 -0.42
C 17.360 15.003 16.791 0.56 -0.21 -0.04
C 18.438 14.895 15.708 -0.81 1.53 -0.75
N 17.447 13.874 17.714 -0.60 -0.23 0.72
H 14.476 16.538 14.004 -0.48 0.25 -0.10
H 14.216 17.549 15.509 0.24 -0.19 -0.16
H 13.834 15.812 15.502 -0.58 -0.05 -0.12
H 15.287 14.914 17.098 -0.30 0.36 -0.46
H 15.749 14.157 15.531 0.24 -0.22 0.42
H 17.500 15.959 17.349 -0.18 -0.32 -0.45
H 18.324 14.046 15.059 -0.29 -0.72 -0.06
H 19.482 14.897 16.017 -0.09 0.21 0.41
H 18.242 15.776 15.050 0.60 -0.53 0.39
H 16.764 13.970 18.494 0.75 -0.06 -0.56
H 18.389 13.860 18.081 -0.02 -0.13 0.35
C 22.026 16.309 14.100 -0.73 -0.20 -0.32
O 21.709 15.555 12.943 -0.33 0.09 -0.31
C 22.777 15.269 12.083 0.29 -1.32 -0.29
C 22.323 14.828 10.666 0.10 -0.95 0.72
C 23.522 14.520 9.795 1.30 -0.57 -0.78
N 21.459 15.796 10.049 -0.12 -0.07 -0.27
H 22.850 16.982 14.014 0.87 0.61 -0.81
H 22.326 15.666 14.914 -0.38 -0.40 0.54
H 21.151 16.932 14.292 -0.03 -0.39 0.52
H 23.426 16.124 12.084 0.56 0.58 -0.50
H 23.368 14.393 12.440 -0.13 0.43 0.20
H 21.848 13.801 10.796 0.02 1.05 0.12
H 23.304 14.280 8.724 -0.58 -0.73 1.02
H 24.136 13.720 10.301 -0.55 0.60 -0.86
H 24.196 15.333 9.531 0.10 0.69 0.98
H 20.694 15.966 10.679 -0.35 0.25 0.27
H 21.044 15.340 9.243 -0.14 0.22 -0.18
O 19.030 18.059 14.266 -0.98 0.34 1.08
C 18.232 18.892 15.156 1.90 0.30 -0.44
C 17.224 19.770 14.492 1.28 0.61 0.30
O 17.972 20.817 13.793 -1.06 -0.99 -0.14
H 19.561 18.628 13.718 0.21 0.55 -0.37
H 17.709 18.232 15.794 -0.53 -0.99 0.64
H 18.876 19.546 15.820 -0.35 -0.66 -0.79
H 16.738 20.201 15.350 -0.74 0.60 0.25
H 16.494 19.163 13.962 0.13 0.30 -0.78
H 17.477 21.105 13.015 0.03 -0.07 0.21
O 15.720 10.196 16.557 0.15 0.89 0.58
C 15.959 10.885 15.343 0.81 0.49 0.30
C 17.494 11.040 15.171 -0.86 -0.97 1.72
O 18.089 11.512 16.381 0.38 -0.92 -0.26
H 16.307 10.685 17.168 -0.27 -0.66 0.11
H 15.578 10.231 14.602 -0.35 -0.43 -1.14
H 15.403 11.851 15.297 0.41 -0.38 0.09
H 17.773 11.628 14.338 0.22 0.79 -1.03
H 17.891 10.012 15.045 -0.11 0.54 -0.06
H 17.671 12.273 16.823 -0.31 0.65 -0.39
```
Forces are in eV/Å.

Mulliken atomic charge list, values in e, 99 entries:
1 C -0.654
2 O -0.332
3 C -0.729
4 C 0.370
5 C -1.068
6 N 0.118
7 H 0.291
8 H 0.121
9 H 0.336
10 H -0.020
11 H 0.566
12 H 0.446
13 H 0.449
14 H 0.230
15 H 0.014
16 H 0.343
17 H -0.717
18 C -0.725
19 O 0.016
20 C -0.528
21 C 0.149
22 C -1.215
23 N -0.568
24 H 0.466
25 H 0.419
26 H -0.237
27 H 0.095
28 H 0.388
29 H 0.348
30 H 0.124
31 H 0.413
32 H 0.339
33 H 0.208
34 H 0.289
35 C -0.714
36 O -0.327
37 C -0.895
38 C 0.831
39 C -1.415
40 N -0.863
41 H 0.288
42 H 0.273
43 H 0.280
44 H 0.440
45 H 0.456
46 H 0.242
47 H 0.463
48 H 0.080
49 H 0.364
50 H 0.336
51 H 0.244
52 C -0.612
53 O -0.305
54 C -1.104
55 C 1.311
56 C -1.524
57 N -0.306
58 H 0.335
59 H 0.148
60 H 0.272
61 H 0.317
62 H 0.463
63 H -0.297
64 H 0.484
65 H 0.343
66 H 0.150
67 H 0.303
68 H 0.082
69 C -0.861
70 O -0.150
71 C -1.354
72 C 0.177
73 C -0.548
74 N -0.186
75 H 0.364
76 H 0.207
77 H 0.289
78 H 0.520
79 H 0.528
80 H 0.359
81 H 0.544
82 H -0.011
83 H -0.062
84 H -0.010
85 H 0.353
86 C -0.901
87 O -0.376
88 C -0.463
89 C 0.327
90 C -1.866
91 N 0.516
92 H 0.295
93 H 0.387
94 H 0.281
95 H 0.024
96 H 0.593
97 H 0.359
98 H 0.500
99 H 0.278